Entry 1:
Here is a molecular structure, C37H73N4O7 from OMol25. Energies are from wB97M-V/def2-TZVPD.

```
121
Properties=species:S:1:pos:R:3:forces:R:3:lowdin_charge:R:1
O 1.336906 -2.215898 -6.318957 -2.3239 6.1298 6.6391 0.17
O 6.523206 -1.466640 1.369314 -6.2380 -4.4853 -1.2372 0.17
O 3.080289 -0.463597 1.167418 1.3029 -0.0755 0.3559 0.00
O 1.102262 -1.120488 0.501620 -2.0351 -0.1422 -0.6140 -0.04
O -0.943800 3.020663 4.564080 -0.9362 5.0479 -3.1622 0.20
O -3.573320 -2.037359 -1.642986 -3.7908 2.8977 5.4809 0.18
O 1.608399 1.021354 0.514868 -1.4468 1.4035 -0.2989 0.10
N 5.536423 -2.314774 1.108941 7.0846 2.9160 1.4448 0.13
N -1.185618 4.100793 3.927060 0.3480 -4.3702 3.8790 0.08
N 1.024651 -1.243565 -5.389206 2.5726 -3.6248 -6.2839 0.13
N -4.247795 -1.533743 -0.641408 4.2054 -2.3737 -4.5236 0.10
C -5.717633 -1.447790 -0.727294 -1.7689 -1.4198 0.8730 -0.45
C -6.296508 -2.833879 -1.209646 0.4636 0.6815 -1.3344 0.01
C 1.401773 0.224391 -5.841800 -0.6073 0.5785 -0.0437 -0.37
C -5.642775 -0.282135 1.627307 -0.8999 -1.0709 -0.3733 -0.14
C -0.596336 -0.472019 -3.684004 0.1613 1.9022 0.1351 -0.11
C -1.428387 5.328690 4.811589 -0.1887 2.3052 0.2216 -0.39
C -3.437764 -1.086420 0.624139 -0.0136 0.9427 1.0661 -0.41
C -2.079672 -0.554692 0.275751 0.4603 -0.3874 -2.0535 -0.04
C 1.942594 -0.223673 0.751292 6.7356 -4.1298 1.7878 -0.91
C 5.470029 -2.720437 -0.348093 -1.5495 -0.0881 -1.0516 -0.42
C -4.232816 0.080168 1.206084 -1.3999 0.0823 -0.4770 -0.15
C -1.735861 5.318459 1.768859 0.0563 0.8393 0.6822 -0.12
C 1.344071 0.454491 -7.404681 0.6457 -1.1254 1.0198 0.00
C -2.599309 6.174795 2.702494 0.4464 0.7061 0.5237 -0.17
C -1.359612 3.961942 2.413874 0.0298 0.9009 -0.9807 -0.41
C 5.446035 -1.441817 -1.218847 0.6410 0.3624 0.1701 -0.02
C -1.768526 6.566538 3.924394 -0.0868 -0.5738 -0.6165 -0.13
C 3.939736 -4.628313 0.464432 -0.2770 0.2930 1.1879 -0.18
C 5.058595 -3.218905 2.296541 -1.9025 0.3113 0.3524 -0.40
C -2.594150 3.108240 2.190605 -0.5872 -2.0714 1.3220 -0.02
C -6.230484 -0.286152 -1.604378 0.9327 0.6271 0.2293 0.03
C 0.337321 1.209856 -5.284330 -0.4292 -0.3700 0.4128 -0.14
C 6.161363 -4.193237 2.706520 -0.5096 -0.0912 0.6786 0.01
C -0.233078 -2.875076 -4.093179 0.4820 -1.0027 0.6633 -0.02
C 2.835125 0.470927 -5.263196 0.1045 0.1233 -0.4023 0.01
C -0.162046 5.697794 5.661623 0.5050 -2.2175 -0.1877 0.01
C -3.301038 -2.295300 1.568760 -1.7399 -1.2791 -0.0958 0.03
C -2.586560 5.026235 5.824170 0.0857 -0.1522 -0.5351 0.02
C 4.164010 -3.560542 -0.572732 0.4862 -0.3883 -0.4733 -0.13
C 1.677434 -1.555459 -2.977959 -0.6547 0.2884 -0.5936 0.03
C 6.714298 -3.574379 -0.696753 -0.3799 -0.3843 0.5377 0.02
C -6.326334 -1.354815 0.699766 1.5931 0.6116 -0.1138 -0.10
C 4.714229 -2.269316 3.478466 0.6907 0.4237 -0.7623 0.00
C -0.017548 3.349461 1.941975 -0.6673 -0.0781 -0.6070 0.01
C -0.073684 0.953721 -3.856722 0.8359 0.5737 0.9700 -0.19
C 0.478167 -1.546486 -3.994300 -0.5546 -0.0842 -1.0442 -0.42
C 3.769478 -3.941798 1.804198 -0.6014 0.2126 0.6478 -0.13
H -3.397088 4.403306 5.445343 0.2134 -0.2027 -0.1947 0.09
H -5.780532 -3.676204 -0.751729 -0.0231 0.0376 -0.1000 0.10
H 1.354231 1.519280 -7.635232 0.1293 0.0484 0.4421 0.10
H 6.269040 -5.099925 2.112984 0.5000 0.5228 -0.5593 0.09
H -0.724179 1.763092 -3.520533 -0.8745 -0.4278 -0.3237 0.12
H 1.312275 -2.125739 -2.123947 0.1563 0.0792 0.1080 0.09
H -0.584195 1.151069 -5.867072 0.0597 -0.4333 -0.3437 0.13
H -4.233188 -2.492448 2.101161 -0.1497 0.3815 0.0981 0.08
H -3.064844 5.981217 6.038562 0.2696 0.0187 0.2291 0.10
H 0.015615 3.395395 0.852809 -0.1693 0.0643 -0.0438 0.10
H 3.053086 1.481403 -5.610736 0.3308 -0.1377 -0.3152 0.11
H 5.726750 -4.612608 3.615755 0.0901 0.1187 0.2307 0.10
H 4.649982 -0.772330 -0.893005 -0.1556 -0.1221 -0.1120 0.08
H -2.552674 -2.295230 2.359758 0.4240 0.6863 -0.5281 0.12
H -3.526654 5.768747 3.110341 -0.0704 -0.6683 -0.5170 0.12
H -2.273945 5.258545 0.823148 0.1340 -0.9111 0.0024 0.13
H -7.384884 -1.214604 0.486333 0.0140 0.2405 0.5081 0.14
H -0.740797 -3.099889 -5.029857 -0.0069 0.4111 -0.0027 0.10
H 0.043541 2.292103 2.194726 0.1755 0.1605 0.2702 0.08
H 3.322406 -4.629788 2.524570 1.0922 -0.3817 0.5265 0.14
H -7.218762 -0.521908 -1.995591 0.1392 -0.1411 0.0190 0.11
H 2.573212 -2.009078 -3.400901 -0.1659 -0.2368 -0.0283 0.10
H -2.918203 7.073889 2.175093 0.1437 0.0245 -0.0533 0.13
H -0.850400 7.051722 3.591574 0.0939 -0.0203 0.0855 0.13
H 0.762452 5.640059 5.086133 -0.1109 0.2593 -0.2988 0.09
H 0.861122 3.901644 2.273564 -0.1241 -0.0289 0.2702 0.11
H 0.837426 0.424934 0.417600 -4.3411 2.5553 -1.5740 0.03
H -0.078881 4.880057 6.378782 0.2172 0.1467 0.2525 0.08
H -0.943514 -0.545974 -2.652957 0.3097 -0.6227 0.0994 0.11
H 6.732694 -4.575335 -0.264349 -0.1594 0.2174 0.6016 0.08
H 2.218378 0.003522 -7.872292 -0.2339 -0.1078 -0.2166 0.09
H 2.935930 -3.237181 1.842464 0.2454 0.5992 -0.8496 0.11
H 7.057663 -3.659753 3.019298 0.2310 -0.3002 -0.4093 0.11
H -2.172348 4.587426 6.730153 -0.1780 -0.0336 -0.0655 0.09
H 7.615993 -3.041141 -0.400138 0.0996 -0.0570 -0.5222 0.10
H -5.546996 -0.006989 -2.406163 -0.1147 -0.3727 -0.2355 0.10
H -6.273583 -2.867352 -2.299250 0.4707 -0.3472 -0.0118 0.10
H -0.953987 -2.877234 -3.275466 -0.0547 -0.1976 -0.0524 0.09
H -2.426491 2.085094 2.533343 0.4829 -0.1546 -0.2094 0.07
H 1.932605 -0.542954 -2.669683 -0.1269 -0.1176 0.1255 0.07
H -3.224865 -3.231370 1.013576 0.6580 0.0943 -0.2332 0.10
H -1.501930 -0.501987 -4.291750 0.1366 -0.8316 -0.3274 0.13
H 3.284394 -2.920763 -0.650490 0.0823 0.2191 0.2753 0.11
H 0.410970 0.069113 -7.814120 0.1361 -0.2469 0.0121 0.10
H -6.300610 0.604329 -0.978899 -0.1943 0.0177 0.0155 0.09
H 4.751759 -5.348105 0.575206 0.1761 0.0459 -0.4395 0.11
H 0.616214 2.249671 -5.455545 0.6786 -0.1587 0.1105 0.14
H 4.648206 -2.773252 4.441543 -0.2652 -0.3830 -0.3162 0.10
H -0.842025 5.890144 1.514739 0.1306 0.0601 0.2223 0.13
H 3.550204 -0.261094 -5.638863 -0.0800 0.1853 -0.5700 0.10
H -1.582309 -0.067389 1.112134 -0.0279 -0.6778 0.2324 0.10
H -2.991846 3.037272 1.179821 0.5270 0.4762 -0.1110 0.10
H -4.344287 0.862151 0.452354 0.4916 0.0478 -0.2286 0.12
H 6.593911 -3.834277 -1.748420 0.4424 0.6767 -0.2055 0.11
H -2.333708 7.300442 4.497532 0.2290 -0.1670 0.3347 0.13
H 5.532085 -1.558342 3.599332 -0.0245 0.0854 -0.0177 0.09
H 3.086652 0.510335 -4.203347 -1.0787 -0.1211 0.2493 0.08
H -0.146046 6.629638 6.224216 -0.7821 0.1310 -0.4134 0.12
H 0.708970 1.151165 -3.120132 0.6517 -0.3308 -0.2924 0.11
H -6.244550 0.625763 1.621834 -0.0498 -0.1012 0.4834 0.12
H -7.364596 -2.883315 -1.000629 0.1332 0.1953 0.4745 0.11
H 3.815741 -1.708986 3.222542 -0.0072 -0.0310 0.1546 0.07
H -3.772131 0.554033 2.071400 0.5166 -0.3792 -0.1860 0.12
H 4.207516 -4.140109 -1.496648 0.5389 0.6201 -0.5000 0.13
H -1.516832 -1.361247 -0.193576 0.6481 0.1394 0.5935 0.08
H 0.473078 -3.685116 -3.908933 -0.0835 -0.1155 -0.0758 0.10
H -3.430245 3.351679 2.848128 -0.0245 0.7499 -0.1499 0.10
H -2.116941 0.214961 -0.498399 -0.3681 0.1756 -0.0667 0.09
H 3.061554 -5.230722 0.232000 -0.0807 0.1572 -0.0808 0.13
H -6.194742 -2.355784 1.109713 -0.2334 0.1233 0.3228 0.11
H 5.423506 -1.648492 -2.289521 -0.7064 -0.6247 0.0952 0.09
H 6.375660 -0.871022 -1.210244 0.1462 -0.1057 0.7470 0.09
H -5.556749 -0.737983 2.613182 -0.5601 0.3500 0.1734 0.12
```
Forces are in eV/Å.

HOMO level in eV: -14.02
HOMO-LUMO gap in eV: 3.9
Charge: +3
Energy above the lowest of the compared OMol25 structures with the same formula, charge and spin in kcal/mol: 27.1

***

Entry 2:
Here is a molecular structure, C37H74Cl2NbO4 from OMol25. Energies are from wB97M-V/def2-TZVPD.

```
118
Properties=species:S:1:pos:R:3:forces:R:3:lowdin_charge:R:1
Nb -2.522325 -0.680971 1.117439 -0.3585 1.8809 0.1173 1.42
Cl -4.282855 1.040532 1.120862 0.6018 -0.5389 -0.2079 -0.08
Cl -1.183936 -4.810335 -2.274839 -0.0908 -0.0373 -0.0330 0.51
O 3.597811 -7.951937 -2.441016 0.1508 -0.0489 0.1143 -0.01
O -5.436335 5.460021 6.268530 0.0256 -0.0498 0.0065 0.09
O -4.536428 3.618279 5.473956 0.1376 0.2663 0.1263 0.01
O 4.503417 -6.012969 -2.924946 0.0329 -0.0510 0.0008 0.10
C -1.145444 0.244746 -0.404079 -0.2007 -0.0136 0.0153 -0.35
C 3.984007 -0.134782 -4.036283 0.0905 -0.2770 0.0657 -0.22
C 2.413800 -0.008507 3.224361 -0.1772 0.0542 -0.5212 -0.21
C 3.640542 0.202289 0.992132 0.3484 -0.3562 -0.1434 -0.21
C -1.208794 2.848090 -0.264747 0.1703 0.0984 0.0218 -0.23
C 0.291562 3.136748 -0.141064 -0.1144 0.5899 0.0558 -0.20
C -5.363335 1.479585 4.622906 -0.2005 -0.0031 -0.0953 -0.07
C 2.501405 -8.733271 -1.960530 -0.1273 -0.0815 -0.0157 -0.24
C -1.774195 -3.655695 0.186073 0.3902 -0.0247 -0.2098 -0.38
C 3.499886 -6.621970 -2.676328 -0.1410 0.1027 -0.1375 -0.52
C 3.567448 -0.031774 -1.536513 0.1680 -0.3335 0.2092 -0.22
C -1.424665 0.257343 2.872329 0.2522 -0.9117 0.2364 -0.36
C 4.519579 -0.963445 -5.219591 -0.2534 0.4015 -0.4007 -0.21
C -1.496767 1.594101 -1.074840 0.3524 -0.2779 -0.3141 -0.32
C -1.272182 -2.536638 1.118525 -0.8826 -0.0715 -0.3116 -0.36
C -5.441285 4.257010 6.231095 -0.0766 0.0292 -0.1696 -0.54
C 3.619893 -0.762274 -0.192236 -0.2636 0.2408 -0.1825 -0.22
C 0.596347 4.535660 0.408560 -0.2077 0.0088 0.1661 -0.20
C -0.428676 6.244130 2.000596 -0.0659 -0.2196 -0.1290 -0.21
C -6.487630 3.446792 6.959566 0.0879 -0.0467 0.3682 0.00
C 3.542192 -1.018727 -6.406664 0.1108 -0.4815 0.3656 -0.24
C -4.418480 -2.305396 3.563885 -0.2348 0.1029 -0.4621 -0.10
C -3.770632 -1.791214 2.666771 0.3449 -0.1815 0.1040 -0.35
C 1.293633 -2.004573 -7.169421 0.2097 -0.2143 0.2822 -0.11
C 2.441971 -2.057003 -6.143489 0.0944 0.4909 -0.4330 -0.26
C 1.608304 -9.215881 -3.084692 0.0268 0.0744 -0.1004 -0.07
C -2.240259 6.441719 -1.198552 0.1497 -0.1969 0.0608 -0.12
C 3.564829 -0.514434 2.353954 0.0704 0.2346 0.2369 -0.22
C 3.980809 -0.903356 -2.712007 -0.0993 0.3121 -0.4502 -0.23
C -1.800505 6.539700 1.367645 0.2329 0.3909 0.0031 -0.20
C 1.070226 -0.174096 2.477019 0.0749 0.0970 0.5153 -0.23
C 0.061364 4.806925 1.823889 0.5286 0.2209 0.2480 -0.21
C -4.385054 2.194515 5.527599 0.0102 -0.3625 -0.1670 -0.23
C -1.397620 -3.333607 -1.256215 0.0073 0.1521 0.2558 -0.62
C -1.768337 7.276686 0.007904 -0.4286 -0.3207 -0.2276 -0.25
C -0.139808 -0.433855 3.382973 0.1215 0.6238 0.2915 -0.30
C 2.135061 -5.977460 -2.690731 0.0630 0.0302 0.3258 -0.01
H -2.411905 5.636298 1.306268 0.1329 -0.0931 -0.0762 0.11
H -0.455100 6.494856 3.063683 -0.0498 -0.0800 0.0018 0.10
H -2.517558 1.593236 -1.457955 -0.1458 -0.0023 0.2328 0.08
H -3.362881 1.995121 5.208286 -0.0090 0.1415 -0.0461 0.11
H -1.147155 1.282627 2.599154 -0.1340 0.1119 -0.1769 0.03
H 5.455898 -0.520929 -5.566816 0.0966 -0.1508 0.0763 0.10
H 1.942603 -8.187395 -1.199708 -0.0098 0.0266 -0.0297 0.11
H -1.402814 6.026700 -1.764044 -0.0143 0.0128 0.0203 0.06
H 0.198340 5.302096 -0.264562 -0.0965 -0.1574 -0.1110 0.09
H 2.964194 -9.584440 -1.462306 0.0676 0.0285 -0.0180 0.12
H -0.281076 -1.501789 3.562421 -0.0357 -0.0334 -0.0700 0.08
H 0.885728 4.662948 2.532711 -0.0872 -0.1732 -0.0073 0.10
H 0.330388 -2.105555 -6.670721 -0.0708 0.0406 -0.1099 0.07
H -5.199630 0.402653 4.672310 0.0489 -0.0339 -0.0157 0.07
H 0.822745 -9.863352 -2.693651 0.0060 -0.0029 0.0122 0.08
H 2.064833 -1.873551 -5.135556 -0.0757 -0.1875 0.0328 0.10
H -1.139146 -0.494202 -1.219405 0.0430 -0.1308 0.1150 0.02
H 1.136766 -8.383722 -3.606931 -0.0445 0.0051 0.0509 0.07
H 2.735643 -1.402849 -0.108331 0.0756 -0.1253 0.0125 0.11
H -1.665954 2.803248 0.721781 -0.1572 -0.1347 0.1050 0.08
H 0.870171 0.770784 1.972991 0.0002 -0.0920 -0.3114 0.07
H -2.831769 5.588534 -0.863780 -0.1202 0.0801 -0.0408 0.06
H -3.495648 -1.502766 -0.236692 -0.0138 -0.3340 0.1058 -0.09
H 0.723346 3.091641 -1.146406 0.1413 -0.2785 0.0707 0.11
H -2.123203 0.332975 3.712807 -0.1436 -0.0031 -0.1183 0.01
H -0.712063 4.098600 2.117345 -0.1467 0.0052 -0.0649 0.10
H 4.243212 0.829611 -1.491572 -0.0868 0.0875 -0.0411 0.11
H -0.763606 7.651565 -0.195404 -0.0277 0.1379 0.1029 0.09
H 2.549682 0.337599 -1.692511 0.0425 0.1777 -0.0282 0.11
H -6.160574 2.448147 7.238006 -0.1217 0.0174 -0.0982 0.07
H 1.677357 4.702358 0.431269 0.0205 -0.0531 -0.1338 0.11
H -0.442875 -2.811606 -1.272870 0.0603 -0.0875 -0.1633 0.05
H 4.500270 -1.411553 -0.164382 -0.0028 -0.0335 0.0816 0.11
H 1.310120 -1.067882 -7.726564 -0.1065 0.0383 0.0135 0.06
H -1.670012 3.697615 -0.776758 0.0205 0.0192 0.0135 0.09
H -0.235571 -2.284710 0.875666 0.0445 0.0304 0.0532 0.03
H 3.080834 -0.040474 -6.561864 0.1012 0.0714 -0.0937 0.11
H -2.854885 -3.758513 0.264637 -0.0085 -0.1130 0.0586 0.07
H 4.099704 -1.296465 -7.305719 -0.1416 0.1134 -0.1339 0.11
H 4.580523 0.760218 0.936735 -0.0793 0.1406 0.0017 0.11
H 2.559203 1.061932 3.404851 0.0410 -0.0372 0.2237 0.11
H -2.330431 7.186346 2.059138 -0.1603 0.1049 0.1769 0.09
H -5.252491 1.767760 3.573261 0.1202 0.0440 0.2393 0.02
H 0.112757 0.000124 4.361492 0.0067 -0.0896 0.0437 0.09
H -6.755666 3.980914 7.868034 -0.0646 0.1037 -0.0872 0.09
H -0.106069 0.309105 -0.063288 0.0166 -0.1904 0.1184 0.02
H 2.234345 -4.946678 -2.361001 0.0737 0.0326 -0.1275 0.08
H -4.466545 1.859703 6.564142 0.0593 -0.0423 -0.0703 0.11
H -7.368618 3.369438 6.323762 0.0011 -0.0166 -0.0077 0.09
H 3.435954 -1.591714 2.212180 0.0042 -0.0059 -0.1058 0.11
H -1.316076 -4.618261 0.438330 0.0214 0.0243 0.0702 0.08
H 1.761344 -5.978972 -3.714157 -0.0349 0.0028 -0.0038 0.09
H 4.988433 -1.300574 -2.555525 -0.0503 -0.1070 0.1339 0.12
H 1.185025 -0.953115 1.721128 -0.1417 0.0361 -0.0799 0.08
H 3.298984 -1.751450 -2.832784 0.0804 -0.1169 0.1896 0.11
H 1.404069 -6.455547 -2.046029 -0.0551 -0.0358 -0.1071 0.05
H -6.392777 1.686154 4.924667 0.0195 -0.0641 -0.0085 0.06
H -0.856711 1.674561 -1.967571 -0.1334 0.0217 -0.0863 0.09
H -5.153133 -2.734856 4.206390 0.1963 -0.0260 0.1477 -0.02
H 4.596652 0.763326 -3.922013 -0.0688 0.0625 0.0215 0.11
H -2.434713 8.137782 0.085722 0.1358 0.1048 -0.0249 0.09
H 2.387536 -0.503577 4.197158 0.0559 -0.1191 -0.0343 0.10
H 1.380672 -2.824224 -7.883051 -0.0363 0.0649 -0.0983 0.06
H -2.144597 -2.718700 -1.749222 -0.0238 -0.0093 0.0106 0.04
H -2.851007 7.015660 -1.896652 0.0515 0.0686 0.0271 0.06
H 4.524301 -0.382646 2.862915 -0.0613 -0.0793 0.1174 0.10
H 0.790756 2.409307 0.504531 -0.0146 -0.1806 -0.1588 0.09
H 0.319420 6.906061 1.549422 -0.0100 0.0766 0.0976 0.10
H 2.193800 -9.775669 -3.814614 0.0051 -0.0352 0.0344 0.08
H 2.967410 0.205317 -4.257424 -0.0157 0.0280 0.0401 0.11
H 4.722267 -1.993816 -4.917047 0.1353 0.0291 0.1060 0.11
H 2.911740 -3.041051 -6.176726 -0.0814 -0.0752 0.2959 0.10
H 2.836672 0.930660 0.865676 -0.0597 -0.0168 0.0954 0.10
H -1.321341 -2.911510 2.143129 0.0855 0.1542 0.0571 0.03
```
Forces are in eV/Å.

HOMO level in eV: -5.08
HOMO-LUMO gap in eV: 7.1
Charge: -1
Energy above the lowest of the compared OMol25 structures with the same formula, charge and spin in kcal/mol: 0.0

***

Question: Which of these has the highest energy above the lowest of the compared OMol25 structures with the same formula, charge and spin?
Answer: C37H73N4O7